1.
ORCA calculation (ωB97M-V with the def2-TZVPD basis set) on a 2-piece molecular cluster, C6H9NO overall at a distorted geometry.

Geometry as ORCA input:
```
! wB97M-V def2-TZVPD RIJCOSX def2/J DEFGRID3
* xyz 0 1
H 0.20 -0.79 1.70
H -1.11 1.09 0.77
H -1.33 -1.32 0.85
C -0.35 -0.86 0.68
C -0.48 0.54 0.01
H 2.33 -0.79 -1.08
H 1.66 1.06 0.11
H 2.11 1.02 2.75
C 0.67 -1.67 -0.09
H -1.03 0.32 -0.87
C 1.25 -0.59 -1.03
O -0.55 0.37 4.46
C 0.92 0.90 -0.63
H 1.04 1.49 -1.58
C 0.41 0.47 3.79
N 1.23 0.66 2.94
H 0.82 -0.87 -2.03
*
```

- Largest force on an atom: 0.0564 hartree/bohr
- Gap between HOMO and LUMO: 8.746 eV
- LUMO: 0.4 eV
- Energy above the lowest of the compared OMol25 structures with the same formula, charge and spin: 447.9 kJ/mol
- HOMO level: -0.3070 Ha

2.
ORCA calculation (ωB97M-V with the def2-TZVPD basis set) on a 2-piece molecular cluster, C6H9NO overall at a distorted geometry.

Geometry as ORCA input:
```
! wB97M-V def2-TZVPD RIJCOSX def2/J DEFGRID3
* xyz 0 1
H 3.42 -0.58 -0.93
H 3.03 1.77 -0.35
H -3.66 -0.20 0.88
C 1.40 -1.30 0.11
C -3.23 0.34 0.04
H -2.60 1.17 0.40
C 0.82 1.36 0.05
H -3.97 0.82 -0.66
H -1.80 -0.17 -1.19
C 2.08 0.95 -0.36
C 0.04 0.41 0.60
C 2.41 -0.43 -0.38
N 0.33 -0.94 0.64
H -0.86 0.69 1.28
H 1.75 -2.36 0.30
H 0.71 2.44 0.37
O -2.42 -0.63 -0.62
*
```

- Largest force on an atom: 0.1222 hartree/bohr
- Gap between HOMO and LUMO: 10.352 eV
- LUMO: 0.8 eV
- Energy above the lowest of the compared OMol25 structures with the same formula, charge and spin: 251.5 kJ/mol
- HOMO level: -0.3518 Ha

3.
ORCA calculation (ωB97M-V with the def2-TZVPD basis set) on one molecule with the formula C6H9NO at a distorted geometry.

Geometry as ORCA input:
```
! wB97M-V def2-TZVPD RIJCOSX def2/J DEFGRID3
* xyz 0 1
C -2.53 0.09 -0.39
H -3.36 0.75 -1.00
C 1.22 -0.38 -0.86
C 0.20 -0.57 1.42
H -0.23 0.09 2.43
N 1.18 2.67 0.20
O 2.50 -0.44 -0.56
C 0.67 1.56 0.15
H 1.45 -0.99 1.41
H 2.52 -1.03 0.36
C -1.14 0.27 -0.62
H 1.02 -0.11 -2.05
C 0.13 0.26 0.21
H 0.82 -1.40 -0.86
H -3.04 -0.35 0.57
H -1.05 1.07 -1.53
H -0.35 -1.48 1.11
*
```

- Largest force on an atom: 0.1706 hartree/bohr
- Gap between HOMO and LUMO: 9.965 eV
- LUMO: 0.3 eV
- Energy above the lowest of the compared OMol25 structures with the same formula, charge and spin: 574.2 kJ/mol
- HOMO level: -0.3552 Ha

4.
ORCA calculation (ωB97M-V with the def2-TZVPD basis set) on one molecule with the formula C6H9NO at a distorted geometry.

Geometry as ORCA input:
```
! wB97M-V def2-TZVPD RIJCOSX def2/J DEFGRID3
* xyz 0 1
C 0.85 -1.39 0.33
H 0.38 2.39 -0.56
H -0.44 0.40 -2.03
H 0.38 -2.39 0.43
H -2.77 0.17 -0.98
C -2.34 0.01 0.05
C -0.07 0.28 -1.02
H 1.78 1.40 -0.96
O 0.74 -0.98 -1.04
N 0.91 0.93 0.96
H -0.11 -0.57 2.13
H -3.08 -0.29 0.83
H 0.50 1.62 1.60
C 0.04 -0.26 1.10
C 0.79 1.37 -0.45
H 1.92 -1.47 0.63
C -1.06 0.01 0.08
*
```

- Largest force on an atom: 0.0865 hartree/bohr
- Gap between HOMO and LUMO: 9.940 eV
- LUMO: 0.9 eV
- Energy above the lowest of the compared OMol25 structures with the same formula, charge and spin: 206.1 kJ/mol
- HOMO level: -0.3307 Ha

5.
ORCA calculation (ωB97M-V with the def2-TZVPD basis set) on one molecule with the formula C6H9NO at a distorted geometry.

Geometry as ORCA input:
```
! wB97M-V def2-TZVPD RIJCOSX def2/J DEFGRID3
* xyz 0 1
H -2.67 0.74 -0.27
H -1.03 2.56 0.77
C 1.69 -0.21 0.14
C 2.74 -0.07 0.70
H 0.72 -2.56 -0.76
H -0.16 -2.10 0.71
C -0.68 0.50 0.02
C -0.03 -1.88 -0.35
N -1.86 0.43 -0.80
H -0.97 -2.03 -0.86
C 0.42 -0.43 -0.52
H 0.53 -0.20 -1.59
H 3.66 0.06 1.18
H -1.76 1.00 -1.63
C -0.36 1.71 0.80
H 0.67 1.93 1.06
O -0.89 0.54 1.39
*
```

- Largest force on an atom: 0.0255 hartree/bohr
- Gap between HOMO and LUMO: 10.391 eV
- LUMO: 1.0 eV
- Energy above the lowest of the compared OMol25 structures with the same formula, charge and spin: 287.8 kJ/mol
- HOMO level: -0.3452 Ha

6.
ORCA calculation (ωB97M-V with the def2-TZVPD basis set) on C6H9NO as an isolated structure at a distorted geometry.

Geometry as ORCA input:
```
! wB97M-V def2-TZVPD RIJCOSX def2/J DEFGRID3
* xyz 0 1
C -0.30 -1.41 0.31
H -0.74 -2.56 0.17
C 0.39 0.86 0.10
H 2.34 -0.29 -0.64
H -2.15 1.55 1.22
H 0.20 1.10 1.29
C -1.77 1.33 0.06
C 1.33 -0.35 -0.30
O 0.74 -1.24 -0.89
H -0.53 2.94 0.00
C -0.84 0.04 -0.08
H -1.12 -0.14 -1.20
C 1.08 -1.26 0.98
H -2.63 1.37 -0.54
H 1.71 -2.16 0.72
H 0.92 -1.12 2.24
N -0.47 2.00 -0.36
*
```

- Largest force on an atom: 0.2381 hartree/bohr
- Gap between HOMO and LUMO: 9.725 eV
- LUMO: 1.0 eV
- Energy above the lowest of the compared OMol25 structures with the same formula, charge and spin: 882.3 kJ/mol
- HOMO level: -0.3200 Ha

7.
ORCA calculation (ωB97M-V with the def2-TZVPD basis set) on one molecule with the formula C6H9NO at a distorted geometry.

Geometry as ORCA input:
```
! wB97M-V def2-TZVPD RIJCOSX def2/J DEFGRID3
* xyz 0 3
H 0.53 -0.38 -2.22
H -0.63 -2.10 0.43
H 1.99 -0.04 -1.39
C 0.52 0.80 1.08
C -1.93 -0.04 1.33
H 0.23 -2.01 -1.08
H 0.91 1.84 0.93
H 0.81 1.31 -1.65
N -2.71 -0.70 1.89
H 0.63 0.57 2.23
C 0.31 -0.10 -0.06
C 0.28 -1.65 -0.06
H 1.17 -2.02 0.41
O -1.43 1.82 -0.15
H -0.73 1.77 -0.83
C -0.89 0.68 0.56
C 0.95 0.25 -1.42
*
```

- Largest force on an atom: 0.1451 hartree/bohr
- Gap between HOMO and LUMO (spin up / spin down): 4.341 / 6.782 eV
- LUMO (spin up / spin down): 0.6 / -4.0 eV
- Energy above the lowest of the compared OMol25 structures with the same formula, charge and spin: 330.2 kJ/mol
- ⟨S²⟩: 2.013
- HOMO level (spin up / spin down): -0.1364 / -0.3973 Ha

8.
ORCA calculation (ωB97M-V with the def2-TZVPD basis set) on one molecule with the formula C6H9NO2 at a distorted geometry.

Geometry as ORCA input:
```
! wB97M-V def2-TZVPD RIJCOSX def2/J DEFGRID3
* xyz 0 1
C 0.54 -0.62 0.92
H -0.73 -1.61 -1.62
N -2.31 0.57 0.44
C -1.55 -1.12 -1.10
C 1.00 0.47 0.19
H 0.78 -2.42 1.45
O -0.07 1.63 -1.65
H -3.26 0.31 0.21
H -2.53 -1.59 -1.18
C -1.34 -0.05 -0.32
H 2.59 1.40 -0.93
H 2.59 1.76 0.80
C 2.40 0.97 0.06
C -0.05 0.87 -0.71
H -0.30 -0.63 1.61
O 1.34 -1.70 1.12
H -2.21 1.58 0.46
H 3.14 0.18 0.23
*
```

- Largest force on an atom: 0.0641 hartree/bohr
- Gap between HOMO and LUMO: 8.148 eV
- LUMO: 0.0 eV
- Energy above the lowest of the compared OMol25 structures with the same formula, charge and spin: 301.1 kJ/mol
- HOMO level: -0.2981 Ha

9.
ORCA calculation (ωB97M-V with the def2-TZVPD basis set) on one molecule with the formula C6H9NO2 at a distorted geometry.

Geometry as ORCA input:
```
! wB97M-V def2-TZVPD RIJCOSX def2/J DEFGRID3
* xyz 0 1
C -1.46 2.01 0.33
C -0.67 -1.41 -0.73
H 0.67 -2.96 -0.47
H -1.28 2.46 -0.66
H -0.61 2.21 0.95
H 1.00 0.45 2.01
H 1.43 -1.64 -1.42
H -2.35 2.46 0.77
H 1.50 -1.06 1.24
N -0.52 -0.20 -0.23
C 0.49 -2.19 -1.21
C -1.69 0.54 0.15
O -2.75 -0.01 0.27
H 2.54 0.39 1.11
H 0.18 -2.71 -2.12
C 0.79 0.44 -0.12
O 1.21 1.16 -0.98
C 1.51 0.03 1.13
*
```

- Largest force on an atom: 0.0211 hartree/bohr
- Gap between HOMO and LUMO: 8.533 eV
- LUMO: 0.5 eV
- Energy above the lowest of the compared OMol25 structures with the same formula, charge and spin: 261.1 kJ/mol
- HOMO level: -0.2947 Ha

10.
ORCA calculation (ωB97M-V with the def2-TZVPD basis set) on one molecule with the formula C6H9NO2S2 at a distorted geometry.

Geometry as ORCA input:
```
! wB97M-V def2-TZVPD RIJCOSX def2/J DEFGRID3
* xyz 0 1
S 1.96 0.41 -0.02
C 1.54 2.08 -0.52
H -3.98 1.06 0.19
O 1.91 0.42 1.43
C 0.58 -0.72 -0.64
C -1.44 -0.97 0.86
H -1.10 -1.87 1.28
C -2.80 -0.57 0.99
C -3.09 0.46 0.15
H 1.30 -1.99 0.77
O 3.21 0.04 -0.70
H 0.61 2.10 -0.92
H 1.84 -2.28 -0.49
H 2.28 2.47 -1.28
N 0.98 -2.02 -0.14
S -1.76 0.86 -0.95
H 1.70 2.63 0.35
C -0.81 -0.34 -0.13
H 0.63 -0.71 -1.83
H -3.56 -1.05 1.60
*
```

- Largest force on an atom: 0.0745 hartree/bohr
- Gap between HOMO and LUMO: 9.784 eV
- LUMO: 0.6 eV
- Energy above the lowest of the compared OMol25 structures with the same formula, charge and spin: 82.5 kJ/mol
- HOMO level: -0.3391 Ha

11.
ORCA calculation (ωB97M-V with the def2-TZVPD basis set) on one molecule with the formula C6H9NO3 at a distorted geometry.

Geometry as ORCA input:
```
! wB97M-V def2-TZVPD RIJCOSX def2/J DEFGRID3
* xyz 0 1
H 1.02 0.37 1.29
C -0.43 0.90 -0.26
H 1.31 1.59 -1.38
O 0.08 -1.53 -1.31
H -0.52 1.90 0.18
C 0.46 0.90 -1.52
C 0.91 -1.11 -0.24
C -0.74 -0.76 1.63
H -0.50 2.11 -2.71
O -1.30 0.01 2.85
O -0.23 1.19 -2.71
H 1.84 -0.75 -2.26
H -0.83 0.85 2.87
H -1.43 0.56 -0.55
H 1.61 -1.85 0.15
C 1.04 -0.50 -1.56
H -1.52 -1.79 2.92
N -0.98 -1.96 1.91
C 0.23 -0.12 0.70
*
```

- Largest force on an atom: 0.0900 hartree/bohr
- Gap between HOMO and LUMO: 10.721 eV
- LUMO: 0.5 eV
- Energy above the lowest of the compared OMol25 structures with the same formula, charge and spin: 264.7 kJ/mol
- HOMO level: -0.3770 Ha

12.
ORCA calculation (ωB97M-V with the def2-TZVPD basis set) on a 2-piece molecular cluster, C6H9NO3 overall at a distorted geometry.

Geometry as ORCA input:
```
! wB97M-V def2-TZVPD RIJCOSX def2/J DEFGRID3
* xyz 0 1
O 3.34 1.56 0.90
H -1.70 0.11 -1.95
H 1.51 1.40 -0.90
C -0.22 -1.21 -1.13
H -2.14 1.18 2.14
C -1.49 -0.39 -0.99
H -1.39 0.40 -0.24
H -0.27 -1.96 -1.93
H 2.77 -0.32 1.34
H 0.53 0.93 0.52
O 0.43 -1.69 0.03
C 1.11 -0.72 -0.76
C 1.38 0.63 -0.13
C -2.66 -1.21 -0.65
H 1.94 -1.13 -1.33
O -1.22 1.42 1.93
H -0.98 2.14 2.52
N -3.53 -1.78 -0.13
C 2.59 0.62 0.76
*
```

- Largest force on an atom: 0.0325 hartree/bohr
- Gap between HOMO and LUMO: 10.450 eV
- LUMO: 0.4 eV
- Energy above the lowest of the compared OMol25 structures with the same formula, charge and spin: 193.5 kJ/mol
- HOMO level: -0.3690 Ha

13.
ORCA calculation (ωB97M-V with the def2-TZVPD basis set) on C6H9NO3 as an isolated structure at a distorted geometry.

Geometry as ORCA input:
```
! wB97M-V def2-TZVPD RIJCOSX def2/J DEFGRID3
* xyz 0 1
H -0.71 2.51 0.29
C -0.75 1.29 -2.09
H 0.77 -1.68 3.54
H 1.37 -2.74 2.24
H 0.46 -1.88 -2.57
C 0.23 -0.66 -0.78
N 0.71 -1.07 0.23
H 0.11 0.06 1.87
C -0.01 -0.98 -2.17
C 0.64 -1.96 2.49
C -0.50 0.04 -2.89
H -0.37 -2.37 2.36
H -1.07 4.00 0.39
O -1.44 2.21 -2.50
H 1.84 -0.31 1.75
O -0.40 1.09 -0.84
H -0.94 -0.08 -3.88
C 0.83 -0.73 1.62
O -0.78 3.25 0.92
*
```

- Largest force on an atom: 0.0421 hartree/bohr
- Gap between HOMO and LUMO: 9.314 eV
- LUMO: -0.8 eV
- Energy above the lowest of the compared OMol25 structures with the same formula, charge and spin: 169.0 kJ/mol
- HOMO level: -0.3734 Ha

14.
ORCA calculation (ωB97M-V with the def2-TZVPD basis set) on one molecule with the formula C6H9NOS at a distorted geometry.

Geometry as ORCA input:
```
! wB97M-V def2-TZVPD RIJCOSX def2/J DEFGRID3
* xyz 0 1
H -0.19 -2.60 1.97
C -0.26 -1.43 0.21
H 3.44 2.17 -0.69
O -0.77 -2.53 -1.63
C 0.31 1.34 0.15
H -1.04 2.72 -0.91
H -1.66 2.17 0.75
C 2.66 2.38 0.08
H -1.55 1.03 -0.76
C -1.09 1.84 -0.21
C 1.47 1.87 0.02
N -0.29 -1.39 -1.04
C -0.70 -2.62 1.01
H -1.71 -2.20 1.17
H -0.91 -3.48 0.27
S 0.19 -0.07 1.25
H -0.91 -2.27 -2.54
H 3.00 3.06 0.90
*
```

- Largest force on an atom: 0.0506 hartree/bohr
- Gap between HOMO and LUMO: 9.423 eV
- LUMO: 0.9 eV
- Energy above the lowest of the compared OMol25 structures with the same formula, charge and spin: 288.2 kJ/mol
- HOMO level: -0.3148 Ha